DFT (ωB97M-V/def2-TZVPD) results for 20 unconnected molecules or ions with the total composition C120H157N7O66 in a non-equilibrium geometry.

```
350
Properties=species:S:1:pos:R:3:forces:R:3:lowdin_charge:R:1
C -0.199531 -4.582272 -1.919745 0.268 0.314 -0.128 -0.083
O -0.955271 -5.748272 -2.200045 -1.312 1.176 0.527 -0.188
C -0.314291 -6.967882 -1.939635 0.922 0.326 0.121 -0.205
C -1.262281 -8.170242 -2.018785 -1.487 0.868 -0.650 -0.139
N -2.591351 -8.039062 -1.288705 2.086 -0.595 -0.879 -0.023
C -2.498651 -8.417662 0.098395 0.526 -1.137 0.150 -0.241
C -3.470801 -7.698092 0.910865 -1.314 1.971 1.271 -0.231
O -2.890141 -6.421852 1.103765 0.789 0.867 0.030 -0.207
C -3.707621 -5.390882 1.600675 -0.555 -0.748 -0.503 -0.093
H -0.789571 -3.666912 -1.965305 -0.549 -0.320 -0.546 0.078
H 0.617779 -4.465842 -2.631465 0.188 -0.063 -0.245 0.084
H 0.239859 -4.482622 -0.927215 0.023 -0.933 0.385 0.065
H 0.249439 -6.877112 -1.011155 -0.270 -0.248 0.560 0.102
H 0.479029 -6.994892 -2.686645 0.228 -0.878 -0.346 0.112
H -0.691201 -9.078802 -1.827765 -0.299 -0.062 0.516 0.117
H -1.604421 -8.267412 -3.049125 0.352 0.072 -0.288 0.108
H -2.855381 -7.075322 -1.435665 -0.137 0.003 0.413 0.059
H -1.521041 -8.201462 0.529235 0.321 -0.108 0.118 0.115
H -2.695781 -9.483652 0.211965 0.189 -0.262 -0.192 0.124
H -3.760011 -8.016102 1.912525 0.432 -1.058 0.071 0.130
H -4.425221 -7.610162 0.391765 -0.254 0.150 -0.433 0.124
H -3.992511 -5.472532 2.649615 0.513 -0.150 0.458 0.088
H -4.663551 -5.499162 1.088245 -0.288 0.723 -0.382 0.086
H -3.188851 -4.452922 1.402675 -0.267 0.020 0.031 0.085
C 6.373169 -0.106722 -1.944805 0.419 -0.197 1.163 -0.072
O 6.537809 -1.457462 -2.429225 1.741 2.018 2.234 -0.157
C 5.957259 -1.776772 -3.621085 -1.429 0.598 -0.682 -0.290
C 6.530569 -3.008642 -4.170845 1.695 -1.180 -0.506 -0.226
N 7.869839 -2.804822 -4.728195 0.540 -0.720 -1.063 -0.039
C 8.635519 -4.099182 -4.985645 -2.887 1.406 1.745 -0.192
C 10.063979 -3.831762 -5.192025 -0.408 -0.495 -1.088 -0.279
O 10.555619 -3.052902 -4.136015 0.531 -0.859 0.099 -0.160
C 11.929809 -2.809572 -4.316995 0.199 1.699 -0.310 -0.112
H 5.577239 0.035908 -1.213875 -1.213 -0.464 -0.655 0.066
H 6.390059 0.729368 -2.643925 -0.257 -0.507 -0.681 0.091
H 7.141689 0.160478 -1.219495 1.028 -0.622 -0.431 0.068
H 6.143989 -1.018852 -4.381865 -0.375 0.558 -0.049 0.120
H 4.904089 -1.929122 -3.385005 -0.534 0.103 -0.799 0.114
H 5.922519 -3.371942 -4.999325 -0.352 -0.232 0.272 0.114
H 6.621899 -3.728502 -3.357485 -0.496 -0.554 0.137 0.119
H 8.419889 -2.178332 -4.158065 0.115 -0.250 0.270 0.096
H 8.144729 -4.648932 -5.788765 0.292 0.243 -0.447 0.120
H 8.451109 -4.728622 -4.115075 0.352 -0.292 0.401 0.109
H 10.118209 -3.386232 -6.185335 0.541 0.903 -0.016 0.126
H 10.529839 -4.803662 -5.354755 0.656 -0.171 0.592 0.126
H 12.299899 -2.089472 -3.587205 -0.330 -0.299 0.535 0.087
H 11.996799 -2.218842 -5.230595 0.504 -0.335 -0.551 0.087
H 12.613429 -3.658512 -4.324925 -0.392 -0.374 -0.091 0.091
C 5.027049 -3.859122 0.359205 -0.489 0.250 0.992 -0.066
O 4.412079 -3.090422 1.395335 -0.797 -0.798 0.047 -0.203
C 5.181139 -1.996902 1.801445 0.299 1.219 -1.501 -0.256
C 4.634339 -1.401272 3.037555 -1.266 -0.875 1.673 -0.199
N 4.750329 -2.377322 4.132865 0.376 0.112 1.781 -0.053
C 3.671689 -2.269422 5.140945 -0.099 -0.213 -0.332 -0.177
C 3.891889 -2.971262 6.501575 0.090 -0.604 -0.518 -0.177
O 3.097619 -4.180492 6.608345 -0.377 1.186 -0.479 -0.214
C 2.593359 -4.489092 7.923235 1.524 0.181 -1.140 -0.082
H 4.462749 -4.780392 0.214565 0.132 -0.223 0.579 0.079
H 6.015979 -4.002112 0.794715 0.449 -0.589 -1.154 0.095
H 4.952789 -3.395592 -0.624535 0.665 0.628 0.011 0.074
H 5.130749 -1.276532 0.984965 0.026 0.566 -0.122 0.114
H 6.248829 -2.191002 1.903805 0.218 -0.668 0.227 0.127
H 3.576909 -1.160212 2.928775 -0.430 -0.084 -0.596 0.105
H 5.042289 -0.443692 3.361155 0.679 -0.095 -0.307 0.106
H 4.742669 -3.351972 3.868095 0.147 0.180 -0.823 0.106
H 2.802509 -2.750052 4.691925 -0.670 0.327 0.198 0.114
H 3.481499 -1.209162 5.307595 -0.176 0.062 -0.019 0.095
H 3.679759 -2.324962 7.353275 -0.190 0.222 -0.036 0.101
H 4.958999 -3.192902 6.517615 0.193 -0.343 0.341 0.114
H 3.438669 -5.048982 8.323325 -0.543 -0.357 0.959 0.087
H 1.675939 -5.067812 7.815995 0.182 -0.014 0.060 0.087
H 2.432949 -3.581862 8.505735 -0.172 0.055 0.083 0.073
C -6.057431 1.540908 3.113045 1.263 -0.882 -0.613 -0.095
O -6.463231 2.810188 2.709235 0.093 0.578 0.749 -0.176
C -7.415191 3.452038 3.578195 -0.364 0.051 -1.163 -0.168
C -6.925611 3.909708 4.917715 0.318 -0.273 2.004 -0.209
N -6.380411 5.258218 5.074495 -0.005 -0.494 -0.986 -0.044
C -7.415771 6.288318 4.923365 1.542 0.292 -0.561 -0.186
C -6.775341 7.682508 4.685455 0.259 -0.674 -1.593 -0.116
O -6.164621 7.733338 3.303775 -1.542 -1.301 1.814 -0.250
C -5.769771 9.021608 2.945115 0.268 0.016 1.229 -0.116
H -5.783711 1.424678 4.161705 -0.563 0.103 0.272 0.082
H -5.123371 1.302988 2.604085 0.490 0.497 -0.167 0.081
H -6.639851 0.707338 2.720565 -1.053 0.237 0.515 0.080
H -8.265501 2.771978 3.629035 -0.277 0.111 0.310 0.128
H -7.696491 4.354408 3.035325 -0.286 -0.185 -0.317 0.107
H -6.121611 3.250488 5.245005 -0.008 -0.263 0.155 0.102
H -7.693931 3.874898 5.690095 -0.407 -0.635 -0.132 0.119
H -5.741511 5.238098 4.292495 0.548 1.302 -0.118 0.063
H -8.009881 6.245758 5.836235 -0.091 0.411 0.042 0.119
H -8.063981 6.067038 4.075445 -0.314 0.230 -0.149 0.107
H -5.983471 7.931188 5.391985 0.051 -0.226 0.116 0.118
H -7.556241 8.440028 4.752345 -0.048 0.181 -0.173 0.111
H -6.581351 9.707488 3.188035 -0.236 0.395 -0.864 0.082
H -5.406181 8.967938 1.918955 -0.262 0.455 0.059 0.099
H -4.976791 9.330648 3.626115 0.569 0.178 -0.201 0.085
C -2.115411 3.086188 -8.042145 -1.146 -0.089 0.451 -0.043
O -3.248851 2.184648 -7.917985 1.935 0.908 0.319 -0.262
C -4.012431 2.379108 -6.704395 -1.101 -1.025 -2.256 -0.154
C -5.223661 3.235998 -7.110425 1.089 -0.010 1.137 -0.184
N -5.041321 4.612228 -6.596755 -2.244 -1.952 -0.286 -0.036
C -6.288721 5.312068 -6.803085 0.643 2.472 -0.467 -0.228
C -5.975021 6.802058 -6.470305 -0.747 -1.497 0.977 -0.234
O -4.748221 7.159528 -7.070735 -0.058 1.406 -0.675 -0.208
C -4.375701 8.548738 -6.837125 -0.774 -0.944 0.978 -0.067
H -1.503961 2.998038 -7.144115 0.329 -0.100 -0.104 0.084
H -2.494221 4.107138 -8.089735 0.052 0.196 -0.097 0.082
H -1.555181 2.884688 -8.955175 -0.105 -0.297 0.155 0.092
H -3.447491 2.738028 -5.844085 0.023 0.159 -0.305 0.090
H -4.345651 1.350538 -6.566185 -0.121 0.028 0.758 0.126
H -6.139591 2.756558 -6.765005 -0.110 0.490 1.131 0.113
H -5.437471 3.095058 -8.169915 0.760 0.552 -0.582 0.122
H -4.277631 5.147698 -6.984255 -0.031 -0.247 -0.378 0.092
H -7.185501 4.922518 -6.321275 0.516 -0.090 1.203 0.119
H -6.722021 5.350358 -7.802525 0.760 -0.352 -1.038 0.108
H -5.868321 6.850028 -5.386605 0.052 0.307 0.278 0.118
H -6.878911 7.344278 -6.747935 0.335 0.788 -0.358 0.118
H -4.220091 8.684788 -5.766905 0.373 -0.138 0.247 0.081
H -5.211071 9.224108 -7.021895 0.009 0.004 -0.720 0.082
H -3.458651 8.820978 -7.359625 -0.321 -0.311 -0.231 0.088
C 2.987999 2.326428 -1.450335 -1.054 -0.484 0.086 -0.091
O 1.644869 2.102038 -1.961825 -0.093 1.140 -1.180 -0.208
C 1.402029 2.948458 -3.147705 2.427 0.843 2.423 -0.190
C 0.034329 3.152598 -3.611765 -0.486 -1.153 -2.093 -0.239
N -0.928851 3.471918 -2.624515 -2.260 -0.243 0.750 -0.028
C -2.344561 3.324478 -3.100745 -0.660 -1.167 -1.023 -0.113
C -2.735561 1.846158 -3.502985 0.123 0.010 0.888 -0.201
O -2.389661 0.949278 -2.462055 1.148 0.755 1.011 -0.221
C -2.465701 -0.439592 -2.686955 -0.662 0.015 -1.507 -0.089
H 3.718139 1.983088 -2.183215 0.153 -0.215 0.093 0.080
H 3.003459 1.789388 -0.501945 0.296 -0.354 -0.264 0.071
H 3.218979 3.358308 -1.185815 -0.376 0.408 -0.315 0.082
H 2.059699 2.643858 -3.961815 -0.037 -0.223 -0.153 0.118
H 1.708929 3.950968 -2.849545 0.629 0.225 0.192 0.120
H -0.172371 2.263678 -4.207745 -0.836 -0.340 -0.052 0.106
H 0.081379 3.961928 -4.340375 0.087 0.171 -0.105 0.139
H -0.881631 2.726118 -1.945055 0.245 -0.297 0.576 0.104
H -2.612921 3.852258 -4.015915 0.921 0.478 -0.338 0.108
H -3.103761 3.774598 -2.461135 0.515 -0.317 0.837 0.108
H -2.234251 1.590488 -4.436475 0.314 -0.279 -0.074 0.095
H -3.803851 1.713688 -3.674215 -0.265 0.567 -0.136 0.117
H -2.038361 -0.698892 -3.655575 0.471 0.027 -0.037 0.065
H -3.510901 -0.711672 -2.834015 -0.304 -0.272 0.579 0.088
H -1.957871 -1.031922 -1.925795 -0.199 0.463 0.123 0.094
C 0.634249 -0.719582 -4.430495 0.195 -0.256 0.862 -0.074
O 0.526189 -1.101382 -3.041995 1.271 0.139 0.140 -0.191
C 1.808509 -1.473742 -2.451115 -1.042 -0.833 1.785 -0.159
C 1.683129 -1.716832 -0.890535 0.762 -0.445 -1.909 -0.205
N 1.558529 -0.508232 -0.134615 -0.537 -0.567 -0.303 -0.035
C 0.792359 -0.808832 1.072185 -0.069 2.945 1.234 -0.146
C 1.011949 0.469058 1.995985 0.184 -0.810 -0.584 -0.175
O 0.175449 0.426748 3.124365 -0.945 -0.850 0.815 -0.198
C -0.208091 1.649728 3.687255 0.443 1.335 0.304 -0.106
H -0.186021 -0.078882 -4.754165 -0.172 -0.027 0.473 0.056
H 0.591949 -1.605892 -5.063565 0.330 -0.055 -0.103 0.074
H 1.563009 -0.162462 -4.553445 0.193 -0.078 -0.325 0.081
H 2.618169 -0.760012 -2.603265 -0.206 0.376 -0.375 0.113
H 2.155229 -2.464202 -2.745855 -0.122 -0.011 -0.956 0.088
H 2.599249 -2.238172 -0.612995 0.216 -0.186 0.082 0.104
H 0.865399 -2.408192 -0.686935 -0.304 -0.158 -0.235 0.091
H 0.989319 0.002338 -0.794485 -0.311 1.149 0.459 0.090
H 1.001149 -1.793502 1.490445 0.412 0.401 0.110 0.093
H -0.283841 -0.717222 0.925525 -0.347 -0.577 -0.401 0.111
H 0.758319 1.329668 1.377015 -0.155 0.113 -0.166 0.107
H 2.044409 0.634768 2.303655 0.284 -0.284 -0.008 0.107
H 0.632269 2.215548 4.089425 0.567 -0.055 -0.086 0.076
H -0.860261 1.581608 4.557965 -0.235 -0.852 -0.155 0.087
H -0.689261 2.355058 3.009685 -0.137 -0.306 -0.549 0.069
C -3.424781 3.644598 1.575305 -0.482 0.919 0.912 0.078
C -3.591961 2.881508 0.512085 2.171 -1.947 -0.856 -0.238
C -4.734821 2.897738 -0.399815 -2.102 2.103 0.193 -0.334
O -4.899161 2.211348 -1.382685 0.710 -0.687 -0.005 0.122
C -5.721251 3.921968 -0.046175 -0.234 1.132 0.978 0.074
C -5.572831 4.815748 0.973805 -0.765 0.298 -1.168 -0.166
C -4.345601 4.749168 1.888855 -0.442 -0.713 1.023 -0.242
O -4.240231 5.448818 2.897935 -0.095 -0.439 -1.540 0.073
O -6.559001 5.777318 1.178495 1.740 -1.798 -0.476 0.074
O -2.639871 1.962568 0.213865 -0.333 0.894 0.715 0.087
H -2.634631 3.347508 2.248945 0.244 0.626 0.137 0.122
H -6.621421 3.976238 -0.640435 -0.011 -0.020 -0.134 0.133
H -6.143761 6.483088 1.679555 -0.073 0.570 0.961 0.067
H -2.825151 1.665298 -0.679945 -0.056 -0.970 -0.910 0.055
C 7.353079 4.560778 2.028605 1.175 -1.086 -0.781 0.097
C 8.475479 3.796408 1.675855 -0.095 1.337 1.502 -0.201
C 8.477379 2.335948 1.390875 -0.485 -2.068 0.014 -0.301
O 9.473519 1.585408 1.306885 -1.697 2.581 0.141 0.098
C 7.117809 1.829888 1.369935 -0.125 -1.150 0.392 0.047
C 6.027519 2.506768 1.766775 -1.485 -0.312 1.076 -0.215
C 5.999619 3.970638 2.135885 0.068 1.714 -1.102 -0.259
O 4.928799 4.577368 2.375775 2.805 -1.665 -0.094 0.080
O 4.857609 1.887028 2.029505 1.504 -0.305 -0.603 0.088
O 9.701909 4.306528 1.768265 -0.554 1.229 -0.079 0.116
H 7.527749 5.618708 2.157705 -0.184 0.044 0.302 0.125
H 7.025619 0.753958 1.386495 -0.055 -0.213 -0.438 0.126
H 4.268329 2.548288 2.399745 -0.944 0.544 -0.009 0.066
H 10.374219 3.622288 1.730535 0.107 -0.658 -0.290 0.117
C 0.711479 4.354108 0.569415 -0.855 3.109 -0.176 0.097
C -0.243491 5.376458 0.419485 -0.102 -3.043 -1.318 -0.174
C -0.456071 6.425498 1.464335 -0.169 1.204 -0.002 -0.291
O -1.389481 7.243538 1.499825 1.904 -1.972 -0.135 0.110
C 0.691519 6.425288 2.382185 -0.808 1.454 0.799 0.067
C 1.602189 5.471118 2.531405 0.405 1.356 1.408 -0.303
C 1.686669 4.374588 1.670945 -1.689 -4.290 -4.006 -0.313
O 2.401819 3.361658 1.727005 0.321 1.535 1.275 0.067
O 2.475509 5.499628 3.508815 0.521 0.768 1.469 0.131
O -1.114941 5.381018 -0.609795 0.302 1.454 1.792 0.087
H 1.003829 3.711668 -0.248025 -0.578 -0.402 -0.040 0.098
H 0.747739 7.254458 3.071915 -0.162 0.088 0.196 0.142
H 3.103509 4.778178 3.426765 0.399 -0.363 -0.268 0.084
H -0.919821 4.685988 -1.242615 0.323 -0.829 -1.045 0.043
C -4.338681 -3.786032 -5.674505 0.716 0.733 0.833 0.071
C -5.282901 -4.522742 -6.236985 0.479 0.915 -2.120 -0.240
C -5.750981 -5.804892 -5.706445 -1.966 -1.635 0.948 -0.279
O -6.539321 -6.528432 -6.354185 1.832 1.673 1.164 0.091
C -5.291521 -6.053972 -4.317005 -1.260 -0.133 -0.477 0.083
C -4.415481 -5.273622 -3.685025 1.352 0.442 -1.371 -0.250
C -3.777891 -4.059612 -4.339855 0.597 1.226 -0.811 -0.242
O -2.887541 -3.358182 -3.831675 -1.792 -1.825 -0.302 0.101
O -3.864761 -5.655662 -2.569525 -0.359 0.006 1.391 0.111
O -5.718581 -4.122702 -7.469355 0.025 -0.764 1.311 0.098
H -4.029051 -2.926262 -6.250115 0.302 0.223 0.285 0.131
H -5.749151 -6.783552 -3.665315 -0.011 -0.672 -0.556 0.137
H -3.226811 -4.984072 -2.317345 0.767 0.338 0.351 0.103
H -6.370091 -4.799082 -7.668465 -0.600 -0.371 -0.738 0.099
C 3.302449 -5.009112 -4.369495 -0.176 -2.272 0.874 0.058
C 3.087479 -6.343692 -4.511915 0.448 -1.341 -0.176 -0.193
C 2.617069 -6.966692 -5.821175 -1.241 2.026 -0.252 -0.343
O 2.171519 -8.069052 -5.991395 0.694 -1.985 1.403 0.133
C 2.336909 -6.029312 -6.851455 0.635 2.592 -1.236 0.068
C 2.543319 -4.692352 -6.696885 -1.044 0.384 -1.545 -0.183
C 3.059609 -4.098052 -5.448885 0.274 1.417 1.799 -0.314
O 3.181399 -2.879912 -5.248025 -0.281 -1.375 -1.198 0.072
O 2.149909 -3.785122 -7.627945 0.129 -1.610 0.141 0.094
O 3.249689 -7.247272 -3.533595 0.333 1.319 0.676 0.105
H 3.543159 -4.680712 -3.369185 0.215 0.435 -0.090 0.131
H 1.880629 -6.413632 -7.751735 -0.010 0.062 -0.041 0.138
H 2.217449 -2.888352 -7.292015 0.417 0.629 0.367 0.057
H 3.129169 -8.158502 -3.810605 -0.325 -0.174 -0.637 0.118
C 1.323179 -5.364382 1.650685 -1.840 1.375 1.266 0.068
C 0.359989 -4.853442 2.517805 2.084 0.609 -0.499 -0.177
C -0.203501 -5.618372 3.676455 -0.873 -1.531 2.592 -0.265
O -0.895061 -5.173572 4.638595 2.031 -0.238 -3.293 0.073
C 0.207779 -7.025382 3.660565 1.711 -1.410 -1.145 0.069
C 0.999989 -7.609322 2.685365 -0.935 1.241 0.053 -0.195
C 1.683189 -6.758032 1.583985 -1.278 0.008 -0.137 -0.324
O 2.354119 -7.221152 0.673475 -0.156 -0.515 1.020 0.089
O 1.130809 -8.938202 2.585165 0.020 0.631 0.568 0.106
O 0.125629 -3.533112 2.552805 0.103 -0.942 -0.606 0.086
H 1.787859 -4.660652 0.975975 0.123 -0.025 -0.095 0.115
H 0.042799 -7.717112 4.473395 -0.885 0.292 0.245 0.127
H 1.681559 -9.109772 1.817805 0.455 -0.136 -0.444 0.108
H -0.250761 -3.368362 3.420435 -0.715 0.621 0.731 0.071
C 2.120909 1.072358 -8.470675 -0.180 0.713 -0.864 0.076
C 2.193009 2.412788 -8.659555 -0.284 -0.108 -0.544 -0.215
C 3.045409 3.322778 -7.809725 -0.775 -0.297 0.511 -0.308
O 3.042269 4.544368 -7.887955 -0.089 -1.281 -0.430 0.120
C 3.726919 2.556358 -6.786395 0.335 0.873 0.944 0.055
C 3.713539 1.233308 -6.669565 1.702 -2.830 2.162 -0.177
C 2.897139 0.289718 -7.504175 -1.273 2.715 -1.993 -0.314
O 2.780619 -0.902872 -7.494375 0.920 -0.885 1.116 0.133
O 4.443419 0.620348 -5.655055 -0.688 1.692 -0.809 0.065
O 1.473219 2.995098 -9.631095 -0.088 -0.568 -0.014 0.100
H 1.531829 0.502378 -9.173875 -0.220 -0.064 0.042 0.134
H 4.148699 3.135318 -5.978125 0.556 0.003 -0.083 0.139
H 4.503729 -0.331392 -5.765305 -0.450 -0.480 -0.251 0.086
H 1.625039 3.942848 -9.648925 0.258 0.451 0.233 0.113
C 0.045869 4.964468 6.054075 1.118 1.113 0.952 0.067
C 0.283309 5.609128 7.241135 0.469 -2.314 0.236 -0.189
C -0.665081 6.568438 7.909525 -0.780 0.947 -0.195 -0.271
O -0.439491 7.072118 9.024195 -0.447 -1.352 -2.511 0.092
C -1.852181 6.808538 7.008525 1.060 0.147 1.728 0.078
C -1.930011 6.333628 5.756075 -1.142 1.188 -1.472 -0.232
C -0.985441 5.350078 5.122545 0.790 -2.020 0.851 -0.303
O -1.102671 4.720478 4.065425 -0.855 1.807 0.946 0.099
O -2.885021 6.803098 4.932585 0.486 -0.330 0.992 0.103
O 1.265489 5.101248 8.025345 -0.246 0.413 -0.790 0.098
H 0.712739 4.176758 5.735945 0.121 -0.058 0.092 0.127
H -2.617091 7.464338 7.397425 -0.070 0.129 -0.191 0.130
H -2.878071 6.199998 4.185705 -0.574 -0.257 -1.104 0.061
H 1.272459 5.568298 8.864045 -0.134 0.377 0.422 0.107
C -2.933251 1.135878 9.287265 -0.463 -0.849 0.243 0.088
C -3.312201 -0.088172 8.793495 0.085 -0.684 0.472 -0.174
C -3.488571 -0.281002 7.287055 0.310 -0.564 -2.315 -0.256
O -3.544091 -1.314522 6.579855 -0.051 1.256 3.155 0.084
C -3.537881 0.966398 6.530445 0.080 -0.096 1.317 0.064
C -3.244541 2.140258 7.113555 0.108 2.142 -3.841 -0.171
C -2.757921 2.382598 8.490805 -1.754 -4.155 -0.378 -0.348
O -2.411901 3.424638 8.921535 0.788 2.129 0.435 0.171
O -3.266451 3.244168 6.257945 -0.013 -1.437 1.251 0.072
O -3.571481 -1.164962 9.614095 0.475 1.919 -0.016 0.079
H -2.906781 1.357658 10.343915 0.237 -0.561 0.275 0.132
H -3.776001 0.817308 5.487625 0.063 0.459 -0.089 0.128
H -3.045601 4.005718 6.799125 0.114 0.607 0.248 0.081
H -3.675591 -2.009312 9.169305 0.075 -0.080 -0.725 0.109
C -1.048581 -2.526832 -7.809805 0.104 -1.575 -0.194 0.051
C -1.338581 -3.573242 -8.633885 -0.095 -0.802 0.342 -0.196
C -2.096381 -3.442452 -9.947295 -0.653 2.694 -0.478 -0.278
O -2.170721 -4.283482 -10.832955 0.261 0.486 1.743 0.107
C -2.699651 -2.045432 -10.052495 0.273 -1.744 -0.956 0.066
C -2.439971 -1.023842 -9.242235 0.990 0.822 1.716 -0.231
C -1.507591 -1.167822 -7.980995 -0.139 -0.620 -1.020 -0.289
O -1.169151 -0.272242 -7.223245 -0.813 -0.046 -0.928 0.097
O -2.909961 0.195618 -9.465705 -0.053 -1.120 -0.904 0.100
O -1.027241 -4.848412 -8.299795 0.249 1.112 0.296 0.099
H -0.487561 -2.746692 -6.913515 0.053 -0.002 0.116 0.117
H -3.304391 -1.811032 -10.916055 -0.080 -0.255 -0.178 0.126
H -2.775611 0.734848 -8.682905 -0.101 1.045 0.840 0.046
H -1.347801 -5.426972 -8.995575 -0.088 -0.246 -0.505 0.108
C 5.843609 0.897818 8.312705 0.679 -0.684 0.410 0.059
C 7.109359 1.109228 7.906475 1.480 -0.026 0.686 -0.183
C 7.489129 1.686498 6.541915 0.204 0.196 1.911 -0.364
O 8.605099 1.947568 6.153165 0.792 -0.627 0.718 0.129
C 6.371519 1.993658 5.796335 -4.616 -0.110 -2.356 0.065
C 5.085269 1.659548 6.164615 -1.792 -0.371 -0.317 -0.169
C 4.676479 1.112968 7.485025 1.178 -1.281 3.161 -0.298
O 3.564699 0.786318 7.938015 1.553 1.000 -2.182 0.098
O 3.951309 1.748358 5.459755 1.552 1.515 -2.618 0.101
O 8.136729 0.871508 8.761215 -0.954 -0.212 -0.099 0.097
H 5.681459 0.361978 9.236275 0.039 0.274 0.296 0.135
H 6.540369 2.294098 4.772805 -0.067 0.255 -0.102 0.127
H 3.237259 1.148408 5.687295 -0.352 -0.243 1.007 0.072
H 8.989169 0.912728 8.321615 0.191 0.257 -0.503 0.111
C -3.454471 -1.582242 2.243325 -0.200 0.373 0.276 0.100
C -3.699481 -2.312082 3.374365 1.834 0.402 1.495 -0.199
C -5.077061 -2.700932 3.810405 -0.327 -1.173 -0.246 -0.289
O -5.325491 -3.509572 4.723905 0.643 2.226 -1.940 0.107
C -6.042111 -2.134652 2.857305 -2.291 -1.041 0.722 0.065
C -5.836371 -1.531862 1.699175 0.583 1.626 -1.603 -0.288
C -4.504331 -1.057932 1.273555 2.644 -1.986 1.671 -0.306
O -4.218321 -0.444342 0.266485 -0.899 -0.275 0.455 0.128
O -6.794701 -1.149032 0.850885 -1.448 -0.682 0.652 0.109
O -2.699771 -2.645702 4.274075 -0.514 0.688 -2.393 0.051
H -2.464131 -1.215512 2.017235 0.313 -0.231 0.161 0.114
H -7.087511 -2.379112 2.974655 -0.194 -0.230 0.525 0.140
H -6.453011 -0.983752 -0.030885 0.549 0.349 -0.151 0.120
H -3.055091 -3.000072 5.092475 -0.576 -0.193 0.173 0.082
C -0.457471 -2.623782 7.167005 0.390 0.238 -0.629 0.062
C 0.097319 -1.681902 6.371335 -0.277 0.009 -1.563 -0.189
C 0.701149 -0.407322 6.889325 0.204 0.437 0.135 -0.261
O 1.247969 0.466858 6.199535 -1.111 -1.928 0.899 0.089
C 0.532179 -0.338092 8.336475 0.961 1.718 1.825 0.064
C -0.087451 -1.179982 9.158445 -1.430 -2.728 1.087 -0.220
C -0.672751 -2.461532 8.600465 -1.691 -1.774 -0.480 -0.285
O -1.376011 -3.302392 9.221355 1.960 2.569 -0.707 0.073
O -0.171911 -1.134892 10.521605 1.120 1.680 -1.108 0.096
O 0.054999 -1.824732 5.025595 0.013 -0.772 1.193 0.085
H -0.838521 -3.491342 6.648785 -0.212 -0.212 0.207 0.124
H 1.002179 0.458318 8.894365 0.201 0.571 -0.436 0.135
H -0.929391 -1.601422 10.882425 -0.317 -0.611 -0.480 0.111
H 0.308909 -1.014542 4.577555 0.331 0.916 -0.528 0.081
```
Positions in Å, forces in eV/Å.

Results
HOMO-LUMO gap ... 6.4 eV
F_max ... 0.11878 Eh/bohr
Charge ... 0
HOMO ... -8.468 eV